#A
Density functional theory data (ωB97M-V/def2-TZVPD) for C2H4N2O4 in the gas phase.

XYZ file:
```
12
Properties=species:S:1:pos:R:3
N 0.19125 -0.00957 1.26445
C -0.24899 0.15358 -0.07388
O -1.62059 0.32259 -0.20823
C 0.23237 -0.83947 -1.47290
O -0.32338 -0.57229 -2.47618
N 0.38981 1.46835 -0.66417
O -0.18206 2.03673 -1.56133
O 1.51941 1.68729 -0.36350
H 1.17258 0.42529 1.26287
H 0.03499 -0.83227 1.73786
H -1.62695 1.12481 -0.80641
H 1.02028 -1.59799 -1.52155
```

The calculation puts the HOMO energy at -9.677 eV. Its spin multiplicity is 1.


#B
Density functional theory data (ωB97M-V/def2-TZVPD) for a molecular structure, C2H4N2O4.

XYZ file:
```
12
Properties=species:S:1:pos:R:3
C 0.51370 -0.46063 0.14782
C -0.93244 -0.20577 0.44513
H 2.05779 -0.20330 -0.93683
H 0.92920 1.43098 0.83615
H -1.26916 0.17238 1.40876
H -1.64050 -1.68361 -0.91434
N 1.38824 0.44296 0.45352
N -1.54879 0.76842 -0.58510
O 2.57876 0.43203 -0.02422
O 0.83488 -1.22711 -0.82988
O -1.69758 -1.37607 0.32896
O -1.21410 1.90972 -0.32998
```

The calculation puts the HOMO energy at -9.803 eV. Its spin multiplicity is 1.


On energetic grounds, #A is preferred over the next structure by 2.785 eV.


#A
Density functional theory data (ωB97M-V/def2-TZVPD) for 2 unconnected molecules or ions with the total composition C6H17N3OSi.

XYZ file:
```
28
Properties=species:S:1:pos:R:3
C -1.69246 2.74909 0.79266
C -0.52317 2.22243 1.15533
C 2.43373 -1.54670 0.49298
C -1.22445 -1.55634 -1.25462
C -2.00909 -1.26195 1.00009
C 2.71246 -0.37787 1.33121
N -0.26817 1.27409 -2.45953
N 0.84084 1.07689 -1.51495
N -0.91553 -1.12103 0.05422
O 1.61461 0.52285 1.22808
Si 0.48775 0.94045 0.19347
H -2.32626 3.37332 1.40995
H -2.10596 2.58889 -0.19245
H -0.34800 2.40166 2.25180
H 3.28651 -2.23820 0.61148
H 1.44173 -1.86380 0.74672
H 2.54380 -1.31659 -0.63987
H -0.41534 -1.63385 -1.90053
H -1.90650 -2.40749 -1.13190
H -1.78161 -0.79379 -1.74761
H -2.23893 -2.27129 1.14033
H -1.64925 -0.72626 1.83212
H -3.01908 -0.84771 0.79716
H 3.61711 0.14224 1.19452
H 2.65390 -0.63986 2.39960
H -0.06597 1.50780 -3.37559
H -0.82744 0.43558 -2.50497
H 1.68477 1.36741 -1.90970
```

The calculation puts the HOMO energy at -6.780 eV. Its spin multiplicity is 1.


#B
Density functional theory data (ωB97M-V/def2-TZVPD) for 2 unconnected molecules or ions with the total composition C6H17N3OSi.

XYZ file:
```
28
Properties=species:S:1:pos:R:3
C -1.61932 0.87229 2.14615
C -1.79327 0.15947 0.83802
Si -0.50023 -0.53802 -0.16257
O 1.06024 -0.54446 0.14414
C 2.11566 0.05090 0.77745
C 2.45766 -0.77641 2.04198
N -0.61202 -1.19829 -1.83368
C 0.11629 -0.54448 -2.90518
C -1.53318 -2.18457 -2.30495
H -2.48784 0.72326 2.83111
H -0.68867 0.68802 2.68078
H -1.27351 2.05824 1.81616
H -2.85305 0.12061 0.54251
H 3.03207 -0.05212 0.11563
H 1.99673 1.10963 1.05911
H 1.72762 -0.66458 2.74545
H 2.43886 -1.82298 1.56243
H 3.46820 -0.55171 2.36502
H 1.07874 -0.21053 -2.55261
H 0.41731 -1.21474 -3.78988
H -0.26371 0.40996 -3.25904
H -2.20915 -1.90527 -3.14380
H -1.05096 -3.19760 -2.59522
H -2.11366 -2.53367 -1.54497
H 0.37057 3.15196 1.86452
N -0.44905 3.23870 1.11404
N -0.00990 2.73911 -0.01626
H -0.82246 2.61727 -0.53633
```

The calculation puts the HOMO energy (alpha / beta) at -7.330 / -7.330 eV. Its spin multiplicity is 1.


#C
Density functional theory data (ωB97M-V/def2-TZVPD) for C6H17N3OSi in the gas phase.

XYZ file:
```
28
Properties=species:S:1:pos:R:3
C -0.22031 -3.43219 -0.59717
C 0.31930 -2.21085 -0.72085
Si -0.43188 -0.48104 -0.42457
N -2.04415 -0.28332 -0.99608
N -2.60460 1.02265 -0.76833
O -0.41433 -0.35267 1.19641
C 0.07187 0.44400 2.25860
C -0.84506 0.43232 3.41202
N 1.04919 0.98832 -1.24547
C 0.98665 1.37712 -2.59363
C 2.30386 0.68013 -0.50433
H 0.18893 -4.26543 -1.10223
H -1.09768 -3.54264 0.08759
H 1.21623 -2.26407 -1.35758
H -2.50531 -0.82439 -1.71297
H -2.62241 1.18910 0.25034
H -1.95245 1.70906 -1.10700
H 1.08380 0.03836 2.47456
H 0.20601 1.52343 1.94699
H -0.49036 1.10493 4.25967
H -1.87093 0.84565 3.33652
H -0.92398 -0.61747 3.95457
H 0.33108 2.28822 -2.69456
H 1.93106 1.58249 -3.04799
H 0.43116 0.76174 -3.23191
H 2.16689 0.91230 0.51876
H 2.87793 -0.17532 -0.73733
H 2.85949 1.54957 -0.85401
```

The calculation puts the HOMO energy at -7.613 eV. Its spin multiplicity is 1.


On energetic grounds, #C is preferred over the next structure by 1.068 eV.


#A
Density functional theory data (ωB97M-V/def2-TZVPD) for C6H10N2O3S in the gas phase.

XYZ file:
```
22
Properties=species:S:1:pos:R:3
C -2.14144 0.49125 0.26162
C 2.19561 -0.54003 0.71760
C 1.85687 0.86661 0.48395
C -0.76794 -1.27740 -1.73414
C 0.73411 -0.84732 0.89415
C -0.57055 1.07564 -0.05200
N -0.58465 2.17694 -0.72362
N 0.47315 0.51596 0.57221
O -2.88810 1.28638 -0.31511
O -2.32816 -0.57718 0.89219
O -1.08231 -2.85808 0.31066
S 0.03440 -2.06436 -0.54807
H 2.59984 -1.05564 -0.13017
H 2.70965 -0.72532 1.75277
H 2.17719 1.70272 1.12269
H 2.34347 1.20494 -0.47921
H -1.69797 -0.74090 -1.51039
H -0.05811 -0.73789 -2.35249
H 0.36874 -1.08453 1.79930
H -1.51267 2.37536 -0.97094
H 0.02214 3.00470 -0.51524
H -1.88324 -2.19184 0.52423
```

The calculation puts the HOMO energy at -7.891 eV. Its spin multiplicity is 1.


#B
Density functional theory data (ωB97M-V/def2-TZVPD) for 2 unconnected molecules or ions with the total composition C6H10N2O3S.

XYZ file:
```
22
Properties=species:S:1:pos:R:3
C 1.94975 1.92984 0.96638
C 1.84357 -1.80160 0.03026
C 2.70127 2.21143 -0.26179
C 1.61300 -0.05727 -0.02445
C -1.66540 -0.30011 0.46135
C -2.84595 -1.22582 0.07728
N 1.43611 0.74815 1.06211
N -0.61665 -0.17757 -0.52578
O 0.92033 -2.37676 -0.42230
O 2.93835 -1.91788 0.54107
O -3.56359 -0.63257 -1.03926
S 2.45274 0.67100 -1.33479
H 2.05608 2.56397 1.77724
H 2.53596 3.12488 -0.83906
H 3.76928 2.35615 0.16479
H -1.31223 -0.80956 1.40883
H -2.15328 0.70284 0.61915
H -2.57981 -2.24784 -0.05933
H -3.51126 -1.15143 0.88479
H -0.99923 0.52207 -1.30903
H -0.45297 -1.06909 -1.00336
H -4.51606 -1.06284 -1.17410
```

The calculation puts the HOMO energy at -8.621 eV. Its spin multiplicity is 1.


#C
Density functional theory data (ωB97M-V/def2-TZVPD) for 2 unconnected molecules or ions with the total composition C6H10N2O3S.

XYZ file:
```
22
Properties=species:S:1:pos:R:3
N -2.46694 -0.78833 1.08833
S -2.04420 0.33666 -0.08197
O -2.53759 1.62826 0.29033
O -2.49718 -0.10078 -1.38167
C -0.24485 0.49526 -0.12946
C 0.33353 0.84512 -1.27907
C 1.80278 1.06207 -1.31945
C 2.55449 0.96434 -0.18682
C 1.98079 0.74250 1.12780
C 0.47052 0.47261 1.15652
O 0.05772 0.18006 2.26602
H -2.98285 -1.60324 0.71664
H -2.66109 -0.44543 2.01038
H -0.38351 0.75148 -2.06315
H 2.06371 1.28099 -2.35798
H 3.68291 1.13517 -0.10672
H 2.63119 0.02563 1.53692
H 2.23748 1.53252 1.89777
N -0.38403 -2.26966 -0.60845
H -0.92523 -2.84305 -1.25888
H 0.30079 -1.73683 -1.17797
H -0.98844 -1.66536 -0.13912
```

The calculation puts the HOMO energy at -9.482 eV. Its spin multiplicity is 1.


On energetic grounds, #C is preferred over the next structure by 0.855 eV.


#A
Density functional theory data (ωB97M-V/def2-TZVPD) for a gas-phase ion, C5H14N3 (charge +1).

XYZ file:
```
22
Properties=species:S:1:pos:R:3
N 0.30546 1.56581 -1.03886
C -0.95977 1.14038 -1.72565
C -0.82840 -0.39334 -1.64187
C 0.57851 -1.08031 -1.12279
C 1.25134 -0.81806 0.24327
N 0.32122 -0.03268 1.21831
C -0.31386 -0.59891 2.22311
N -0.34657 -0.04795 3.56565
H 1.04374 1.31732 -1.70932
H 0.40584 2.68721 -1.03091
H -1.89606 1.64338 -1.27314
H -0.80795 1.54248 -2.81668
H -1.06794 -0.90205 -2.61566
H -1.60920 -0.49550 -0.89299
H 1.22532 -0.86334 -2.07172
H 0.32057 -2.17673 -1.14967
H 1.58591 -1.94173 0.63616
H 2.26352 -0.17371 -0.02623
H 0.35570 1.00780 1.06144
H -0.48603 -1.75056 2.25272
H -0.92171 -0.64644 4.16296
H -0.41964 1.01693 3.75188
```

The calculation puts the HOMO energy at -13.108 eV. Its spin multiplicity is 1. Its net charge is +1.


#B
Density functional theory data (ωB97M-V/def2-TZVPD) for 2 unconnected molecules or ions with the total composition C5H14N3.

XYZ file:
```
22
Properties=species:S:1:pos:R:3
C -2.33665 -1.65059 2.17224
N -1.41914 1.09580 -0.07996
C -2.02005 0.29948 0.75353
N -1.55073 -0.81191 1.28803
H -2.43432 -2.60925 1.66534
H -3.31841 -1.20908 2.33758
H -1.83789 -1.79339 3.16164
H -0.37713 0.93804 -0.40818
H -1.84802 1.97068 -0.28234
H -3.04359 0.52611 1.05864
H -0.59697 -1.09840 1.14602
C 2.79680 1.20684 -0.29754
C 1.92214 -0.01307 -0.59849
C 0.75655 -0.04048 -2.65178
N 0.80634 0.39909 -1.45170
H 3.54104 0.93591 0.49400
H 3.34502 1.52426 -1.18041
H 2.15665 2.01909 0.04388
H 1.43308 -0.43774 0.28878
H 2.53191 -0.79553 -1.07693
H 1.48094 -0.75554 -3.05536
H 0.01245 0.29970 -3.32701
```

The calculation puts the HOMO energy at -14.069 eV. Its spin multiplicity is 1. Its net charge is +1.


#C
Density functional theory data (ωB97M-V/def2-TZVPD) for a gas-phase ion, C5H14N3 (charge +1).

XYZ file:
```
22
Properties=species:S:1:pos:R:3
C 1.83397 -0.29843 1.45306
C 1.74430 0.40936 0.06752
C 0.48697 -0.00268 -0.74384
C -0.88549 0.15076 0.00781
C -2.10651 -0.58747 -0.59671
N -3.34704 0.26318 -0.64284
N -0.84689 0.42736 1.44443
N 2.96995 0.07754 -0.72496
H 1.71321 0.34345 2.25074
H 1.01611 -1.07713 1.37189
H 2.70602 -0.85192 1.59899
H 1.70784 1.50468 0.24133
H 0.54709 -1.13419 -1.01522
H 0.37322 0.57805 -1.63306
H -2.32210 -1.45745 -0.05165
H -1.83507 -1.16437 -1.46640
H -3.65641 0.35843 -1.57456
H -4.13711 -0.27208 -0.20214
H -1.21475 1.19585 0.23388
H -1.77698 0.81209 1.69989
H 3.85618 -0.04825 -0.21111
H 3.17349 0.77319 -1.50700
```

The calculation puts the HOMO energy at -12.666 eV. Its spin multiplicity is 1. Its net charge is +1.


#D
Density functional theory data (ωB97M-V/def2-TZVPD) for a gas-phase ion, C5H14N3 (charge +1).

XYZ file:
```
22
Properties=species:S:1:pos:R:3
C -0.43066 0.37972 0.80847
C 1.09509 0.21274 0.79869
C -1.15146 0.20500 -0.55201
C 1.85992 1.56644 0.67889
C -1.89000 -1.99328 -0.38252
N -1.14006 -1.04788 -1.05619
N -0.66164 1.14031 -1.52764
N 1.46890 -0.68353 -0.17408
H -0.77594 -0.50296 1.37114
H -0.91810 1.14479 1.45101
H 1.34420 -0.08156 1.84045
H -2.15199 0.54818 -0.32002
H 2.31036 1.83042 1.64107
H 1.30640 2.45691 0.45979
H 2.68142 1.42621 -0.01998
H -1.45117 -3.07664 -0.50084
H -2.30426 -1.83677 0.65993
H -2.63508 -2.26141 -1.18101
H 0.37010 1.41377 -1.32244
H -0.67556 0.84435 -2.48298
H 1.04525 -1.59060 0.04747
H 2.08606 -0.59449 -0.99992
```

The calculation puts the HOMO energy (alpha / beta) at -13.519 / -14.041 eV. Its spin multiplicity is 1. Its net charge is +1.


On energetic grounds, #B is preferred over the next structure by 2.618 eV.